This record from the Open Molecules 2025 dataset describes 2 unconnected molecules or ions with the total composition C9H22BrNSi in a non-equilibrium geometry. The level of theory is wB97M-V/def2-TZVPD.

Results
Charge: 0
Multiplicity: 1
DFT total energy (eV): -89097.42806
Highest occupied orbital energy (eV): -7.03
ΔE to the lowest compared entry with this formula, charge and spin (eV): 0.000
LUMO energy (eV): 0.4

Each line ends with the natural charge from an NBO analysis.
Cartesian coordinates (Å):
1 H 0.497 -0.043 -2.818  0.254
2 H -0.892 -3.594 0.151  0.206
3 C -0.210 0.403 -2.085  -1.220
4 C -0.976 -2.588 -0.283  -0.628
5 H -0.923 -2.629 -1.466  0.214
6 C -2.767 0.464 0.442  -0.516
7 N 1.371 0.921 0.422  -1.093
8 H 2.678 2.747 -1.297  0.207
9 H 1.081 -1.238 2.204  0.198
10 Br -3.936 -0.527 -0.789  -0.069
11 H 1.267 -2.864 1.608  0.207
12 H 2.413 -1.851 -0.241  0.205
13 H -2.775 -0.187 1.364  0.184
14 H 3.062 3.720 0.157  0.214
15 C 0.226 -1.788 0.247  -0.500
16 H -1.108 0.080 -2.487  0.272
17 Si 0.088 0.060 -0.323  1.878
18 H 1.871 0.481 1.156  0.405
19 C 1.499 -2.377 -0.519  -0.617
20 H 1.324 2.663 1.361  0.181
21 H -0.364 -2.339 2.307  0.221
22 H -2.969 2.189 1.677  0.216
23 C 0.562 -2.050 1.723  -0.612
24 C 2.803 2.781 -0.275  -0.613
25 H -4.328 1.968 0.524  0.208
26 H -2.833 2.709 0.068  0.195
27 H 1.325 -2.230 -1.575  0.204
28 C -3.225 1.844 0.708  -0.690
29 H 3.643 2.147 0.044  0.205
30 H -0.120 1.525 -2.089  0.247
31 H -1.922 -2.070 0.143  0.242
32 H 1.493 -3.486 -0.160  0.207
33 C 1.468 2.328 0.313  -0.211
34 H 0.676 2.831 -0.210  0.199

This record from the Open Molecules 2025 dataset describes a molecular structure, C2H4CsO2 in a non-equilibrium geometry. The level of theory is wB97M-V/def2-TZVPD.

Results
Charge: -1
Multiplicity: 1
DFT total energy (eV): -6774.88407
Highest occupied orbital energy (eV): -1.28
ΔE to the lowest compared entry with this formula, charge and spin (eV): 3.500
LUMO energy (eV): 0.3

Each line ends with the natural charge from an NBO analysis.
Cartesian coordinates (Å):
1 H 13.416 -25.707 -2.697  0.128
2 Cs 14.561 -28.802 -10.243  0.175
3 O 13.275 -27.211 -4.027  -0.721
4 O 11.850 -27.129 -0.856  -0.747
5 H 13.429 -28.473 -1.436  0.117
6 C 13.638 -26.772 -2.763  -0.093
7 H 13.830 -27.190 -0.694  0.149
8 H 14.720 -26.745 -2.638  0.100
9 C 13.130 -27.427 -1.496  -0.108

This record from the Open Molecules 2025 dataset describes a molecular structure, C18H31GeO5Pt. The level of theory is wB97M-V/def2-TZVPD.

Results
Charge: +1
Multiplicity: 1
DFT total energy (eV): -89159.36635
Highest occupied orbital energy (eV): -10.81
ΔE to the lowest compared entry with this formula, charge and spin (eV): 0.909
LUMO energy (eV): -4.2

Each line ends with the natural charge from an NBO analysis.
Cartesian coordinates (Å):
1 H -0.384 3.854 2.362  0.201
2 H 3.247 -1.538 0.564  0.183
3 C -0.307 1.184 -4.420  -0.721
4 H 0.745 -2.389 3.028  0.247
5 O 0.454 2.592 0.953  -0.593
6 H -2.704 0.858 -4.477  0.216
7 C 2.207 0.455 3.089  -0.099
8 Pt 0.348 0.452 0.227  1.047
9 H 0.586 3.387 -0.931  0.226
10 C -2.978 0.761 -3.436  -0.151
11 H 4.037 0.687 1.917  0.208
12 H 1.041 -4.018 -1.709  0.244
13 H 2.334 -2.692 2.292  0.225
14 O 0.325 1.428 -2.174  -0.636
15 H -1.060 3.365 -0.255  0.202
16 C 0.605 2.216 3.319  -0.092
17 C 1.454 -4.111 -0.706  -1.070
18 C -3.691 0.519 -0.798  -0.268
19 H 2.201 -0.633 3.110  0.208
20 C -4.650 0.430 -1.778  -0.151
21 H 1.409 -5.162 -0.417  0.251
22 H 2.683 0.806 4.009  0.199
23 C -0.007 3.540 -0.036  -0.255
24 C 0.070 -1.318 -0.230  -0.394
25 C -4.296 0.545 -3.121  -0.255
26 H 0.758 1.341 -4.558  0.243
27 H 0.093 2.310 4.280  0.207
28 O 0.845 0.848 3.026  -0.542
29 O 2.446 0.386 0.640  -0.556
30 H -1.223 2.299 2.137  0.215
31 H 4.272 -0.233 -0.096  0.204
32 H 1.296 -4.040 2.727  0.254
33 H 2.499 -3.808 -0.727  0.235
34 C -0.246 2.782 2.208  -0.091
35 H -5.683 0.262 -1.501  0.224
36 C 3.253 -0.607 -0.007  -0.243
37 C -1.387 -3.770 0.784  -1.063
38 H 2.840 -0.765 -0.998  0.217
39 H 2.887 2.021 1.763  0.212
40 C -1.965 0.886 -2.462  -0.240
41 C 1.298 -3.021 2.335  -1.090
42 C -2.337 0.753 -1.102  0.350
43 O -1.565 0.850 -0.015  -0.726
44 H -0.853 1.989 -4.915  0.243
45 C -0.596 1.180 -2.941  0.590
46 H -5.045 0.470 -3.897  0.227
47 H 0.143 4.546 0.355  0.188
48 H -1.322 -4.822 1.063  0.249
49 H 1.545 2.774 3.378  0.179
50 H -1.928 -3.237 1.564  0.246
51 C 2.979 0.941 1.871  -0.097
52 Ge 0.430 -3.089 0.601  1.519
53 H -3.950 0.418 0.247  0.226
54 H -1.947 -3.695 -0.147  0.243
55 H -0.610 0.250 -4.894  0.236
56 H -0.594 -1.433 -1.101  0.166

This record from the Open Molecules 2025 dataset describes a molecular structure, C40H46MoN4O6SiTe in a non-equilibrium geometry. The level of theory is wB97M-V/def2-TZVPD.

Results
Charge: +1
Multiplicity: 4
DFT total energy (eV): -77492.80212
Highest occupied orbital energy (alpha / beta) (eV): -9.71 / -9.72
ΔE to the lowest compared entry with this formula, charge and spin (eV): 1.998
LUMO energy (alpha / beta) (eV): -3.0 / -4.4

Each line ends with the Löwdin charge.
Cartesian coordinates (Å):
1 H -2.052 -2.082 3.801  0.102
2 C 2.879 -8.304 0.360  -0.014
3 H -2.760 -5.957 -4.842  0.076
4 H -0.104 3.975 0.852  0.128
5 H -2.167 -2.302 -1.692  0.021
6 N 2.795 -1.226 0.057  0.054
7 C 1.843 -6.772 2.436  -0.316
8 H -1.356 -5.910 1.671  0.054
9 C 0.681 3.627 0.198  -0.022
10 C -2.271 3.605 -0.373  -0.006
11 H -3.638 5.148 0.190  0.120
12 H 3.150 -7.117 -1.913  0.082
13 C 3.994 -0.983 0.595  0.044
14 H -2.461 -7.108 0.969  0.081
15 C -1.480 -6.643 0.873  -0.060
16 C -3.144 -2.332 -1.208  -0.154
17 H -5.178 -0.840 1.191  0.039
18 O 0.343 1.229 1.815  -0.160
19 C 3.827 -0.010 1.568  -0.024
20 H -4.800 3.742 1.874  0.118
21 H -2.889 -7.215 -1.306  0.125
22 H 3.243 -10.522 2.926  0.076
23 C -2.655 1.447 0.630  -0.225
24 N -0.749 -1.977 0.896  -0.140
25 C 2.907 -8.815 1.653  -0.259
26 Si -3.718 -0.638 -0.775  0.544
27 C 2.345 -7.055 0.073  -0.295
28 C -0.406 -4.988 -0.753  -0.430
29 H -5.956 -1.431 -0.271  0.050
30 C -3.604 0.494 -2.230  -0.138
31 H 2.426 -8.401 3.692  0.123
32 Te 0.968 -4.373 0.728  1.453
33 O 1.996 1.971 3.131  0.119
34 H 0.374 -2.870 -3.351  0.082
35 C 2.776 2.655 -1.371  -0.060
36 H -3.063 -2.988 -0.339  0.047
37 N -2.441 0.021 0.438  -0.211
38 C 2.462 0.272 1.543  -0.122
39 H 4.595 -10.127 1.863  0.087
40 O 6.066 0.122 2.213  0.133
41 H 2.105 5.023 0.948  0.121
42 O -0.706 1.794 -0.771  -0.120
43 C 1.519 2.074 -1.450  -0.035
44 C -1.386 -1.438 1.890  -0.568
45 H 2.595 -5.514 -1.413  0.037
46 H 3.585 2.269 -1.978  0.115
47 C 1.310 -6.033 3.643  -0.083
48 C 1.944 4.203 0.262  -0.040
49 H -5.870 0.306 0.031  0.044
50 C 2.397 -8.031 2.672  -0.017
51 C -1.881 2.299 -0.160  -0.228
52 C 2.381 -6.583 -1.358  -0.066
53 C -3.030 -6.378 -3.875  -0.041
54 H -0.723 -7.415 1.023  0.086
55 C -1.338 -5.999 -0.481  -0.291
56 Mo -0.269 -0.178 0.445  1.653
57 C 1.576 1.246 2.258  -0.509
58 H -0.896 -0.748 3.838  0.099
59 C -5.326 -0.634 0.130  -0.140
60 C -3.343 4.119 0.341  -0.035
61 H -1.186 -4.378 -3.993  0.118
62 H -1.719 4.222 -1.069  0.139
63 C 0.498 2.562 -0.658  -0.268
64 H -3.847 -2.790 -1.910  0.055
65 N 1.851 -0.462 0.615  -0.066
66 H 1.610 -3.563 -2.293  0.058
67 C -2.173 -6.425 -1.511  -0.007
68 H -4.068 -6.112 -3.667  0.084
69 O -2.627 -0.777 1.657  -0.071
70 H -4.049 1.473 -2.044  0.047
71 H 2.061 -6.018 4.434  0.085
72 H 4.891 -1.488 0.279  0.156
73 H -2.568 0.637 -2.547  0.042
74 H 1.034 -5.007 3.419  -0.004
75 H -2.983 -7.465 -3.948  0.085
76 C -4.011 3.325 1.264  -0.039
77 C 4.954 0.536 2.387  -0.489
78 H -0.330 -2.394 3.443  0.078
79 H 3.163 -10.902 1.200  0.082
80 C -0.366 -4.386 -2.018  -0.343
81 H -4.144 0.039 -3.065  0.053
82 C 3.506 -10.169 1.930  -0.043
83 H 0.427 -6.539 4.039  0.088
84 H 3.295 -8.894 -0.450  0.122
85 H 3.703 1.711 3.286  0.072
86 H 2.551 -1.908 -0.648  0.118
87 C -2.120 -5.877 -2.785  -0.261
88 C 2.991 3.725 -0.515  -0.060
89 C -3.696 1.980 1.374  -0.004
90 H 1.424 -6.753 -1.858  0.084
91 H -4.255 1.332 2.035  0.124
92 C -1.223 -4.843 -3.013  -0.026
93 C 0.565 -3.244 -2.345  -0.105
94 H 1.324 1.248 -2.125  0.120
95 C -1.147 -1.685 3.337  0.015
96 H 3.967 4.187 -0.453  0.115
97 O 4.659 1.477 3.272  0.149
98 H 0.427 -2.415 -1.640  0.014
99 C 1.807 -6.288 1.124  -0.420

This record from the Open Molecules 2025 dataset describes a molecular structure, C18H17AsF6INO3PmS in a non-equilibrium geometry. The level of theory is wB97M-V/def2-TZVPD.

Results
Charge: -1
Multiplicity: 5
DFT total energy (eV): -139213.63462
Highest occupied orbital energy (alpha / beta) (eV): -4.92 / -4.93
ΔE to the lowest compared entry with this formula, charge and spin (eV): 0.897
LUMO energy (alpha / beta) (eV): 1.7 / 1.7

Each line ends with the Löwdin charge.
Cartesian coordinates (Å):
1 H 9.341 7.318 4.475  0.071
2 C 7.069 14.455 12.507  -0.149
3 C 11.710 8.875 4.513  -0.053
4 F 14.540 14.293 6.866  -0.243
5 H 12.166 9.275 7.106  0.069
6 H 10.786 8.444 7.909  0.109
7 H 7.249 15.408 12.984  0.089
8 C 7.138 17.125 7.868  -0.065
9 H 6.461 11.064 10.744  0.113
10 C 7.817 12.822 10.816  -0.078
11 H 11.104 9.008 3.570  0.098
12 F 13.988 11.804 6.253  -0.245
13 C 8.028 13.970 11.611  -0.029
14 H 6.769 17.824 8.555  0.074
15 S 8.495 13.726 5.127  0.625
16 H 12.259 9.789 4.629  0.064
17 O 8.305 11.899 8.565  -0.163
18 C 9.846 7.311 5.452  -0.065
19 C 6.880 15.904 5.729  -0.101
20 H 11.936 7.470 7.013  0.070
21 C 10.692 8.601 5.668  -0.636
22 H 10.500 6.441 5.355  0.066
23 N 8.539 15.264 7.287  -0.188
24 C 6.621 12.058 11.162  0.011
25 H 8.994 14.453 11.481  0.119
26 C 11.452 8.443 6.979  -0.086
27 I 4.313 14.566 13.917  0.802
28 C 8.746 12.437 9.650  -0.600
29 C 5.662 12.553 12.091  -0.164
30 H 4.898 11.864 12.423  0.083
31 H 6.455 15.671 4.719  0.112
32 F 12.209 11.650 8.161  -0.422
33 H 9.010 7.187 6.229  0.109
34 C 7.958 15.034 6.060  -0.709
35 H 12.377 8.061 4.302  0.063
36 H 5.585 17.408 6.272  0.096
37 F 12.084 13.383 6.277  -0.383
38 Pm 10.170 12.389 7.342  1.654
39 F 14.656 12.514 8.771  -0.263
40 F 12.778 14.105 8.591  -0.236
41 C 6.486 16.899 6.615  -0.086
42 C 8.157 16.237 8.168  -0.022
43 C 9.871 9.825 5.785  -0.268
44 H 8.656 16.190 9.154  0.138
45 C 5.882 13.762 12.762  -0.733
46 As 13.504 12.999 7.470  1.008
47 O 9.613 14.531 7.654  -0.358
48 C 9.048 10.778 5.776  -0.203
49 O 9.987 12.603 9.824  -0.093

This record from the Open Molecules 2025 dataset describes a molecular structure, C36H49N13 in a non-equilibrium geometry. The level of theory is wB97M-V/def2-TZVPD.

Results
Charge: 0
Multiplicity: 1
DFT total energy (eV): -57436.02711
Highest occupied orbital energy (eV): -6.76
LUMO energy (eV): 0.3

Each line ends with the Löwdin charge.
Cartesian coordinates (Å):
1 N -20.195 -14.934 -20.319  0.147
2 H -15.973 -13.409 -17.300  0.114
3 H -20.340 -17.510 -17.189  0.039
4 H -20.024 -23.792 -20.633  0.096
5 C -21.184 -20.871 -19.927  -0.117
6 H -21.205 -18.035 -24.474  0.097
7 H -20.705 -20.465 -23.037  0.077
8 C -17.571 -17.865 -22.889  -0.183
9 H -19.669 -16.973 -20.236  0.052
10 H -14.204 -21.006 -18.471  0.124
11 C -20.216 -18.368 -19.278  -0.014
12 C -17.275 -15.022 -17.351  -0.162
13 N -18.137 -19.541 -21.567  0.029
14 C -15.855 -16.923 -19.313  -0.118
15 H -16.460 -17.160 -17.332  0.059
16 H -22.382 -22.678 -20.276  0.094
17 H -18.069 -19.991 -19.537  0.114
18 H -20.345 -19.478 -24.266  0.058
19 C -15.782 -20.022 -21.940  -0.201
20 H -18.040 -18.825 -23.051  0.086
21 H -18.717 -17.279 -21.144  -0.009
22 H -18.161 -21.627 -20.598  0.111
23 H -15.137 -15.964 -17.548  0.119
24 C -20.808 -15.922 -17.589  -0.186
25 H -16.980 -18.069 -19.630  0.049
26 N -18.011 -17.068 -21.835  -0.030
27 H -19.380 -21.522 -23.635  0.114
28 H -19.063 -17.232 -14.539  0.108
29 C -15.968 -18.854 -20.993  -0.146
30 N -16.124 -20.707 -19.311  0.056
31 C -16.688 -18.961 -18.035  -0.122
32 H -17.725 -16.997 -17.592  -0.079
33 C -19.104 -18.551 -20.031  -0.349
34 H -21.868 -19.442 -15.747  0.094
35 C -19.615 -14.987 -17.630  -0.090
36 H -17.545 -15.016 -21.195  0.079
37 C -15.546 -16.919 -17.874  -0.036
38 C -20.245 -18.403 -24.111  -0.011
39 C -16.930 -13.649 -17.763  -0.005
40 C -19.785 -17.751 -18.083  -0.053
41 H -20.114 -12.896 -20.124  0.134
42 C -16.323 -15.927 -22.789  -0.064
43 H -23.446 -18.566 -16.151  0.100
44 H -14.945 -17.789 -17.609  0.032
45 C -21.431 -22.176 -20.175  -0.060
46 H -20.227 -21.964 -22.148  0.065
47 H -15.927 -17.546 -24.242  0.103
48 C -18.437 -17.470 -18.252  -0.181
49 H -17.807 -13.057 -17.501  0.130
50 H -21.154 -14.969 -20.636  0.176
51 C -17.135 -19.803 -19.028  -0.152
52 C -22.380 -18.687 -16.343  -0.017
53 H -21.847 -17.739 -16.259  0.022
54 C -19.215 -21.710 -20.378  -0.195
55 H -19.411 -19.663 -20.001  -0.083
56 N -19.878 -20.555 -20.079  0.026
57 H -17.319 -18.190 -17.618  0.065
58 N -21.724 -16.648 -17.545  0.113
59 N -21.108 -14.850 -14.733  0.160
60 C -18.897 -20.236 -22.113  -0.139
61 C -16.526 -17.167 -23.426  -0.104
62 C -17.428 -15.795 -21.933  -0.106
63 N -17.966 -18.021 -19.419  -0.025
64 N -22.188 -19.357 -18.882  0.140
65 C -15.393 -19.290 -17.751  -0.106
66 H -19.920 -14.037 -18.069  0.103
67 C -20.240 -15.554 -14.970  -0.277
68 H -17.580 -13.215 -19.319  0.068
69 N -17.555 -16.062 -16.964  -0.027
70 H -19.161 -15.010 -16.639  0.054
71 H -16.161 -17.913 -21.509  0.038
72 H -18.997 -18.974 -21.019  -0.016
73 H -18.138 -15.935 -15.334  0.092
74 C -18.242 -14.012 -19.623  -0.137
75 H -14.699 -18.823 -17.067  0.121
76 C -15.077 -20.376 -18.555  -0.089
77 H -15.608 -15.173 -23.082  0.091
78 H -16.796 -19.152 -20.350  0.022
79 C -20.060 -17.966 -22.721  -0.087
80 H -17.209 -15.981 -19.430  0.072
81 H -16.830 -13.617 -18.848  0.041
82 C -19.886 -21.125 -22.755  0.011
83 H -16.113 -21.531 -19.895  0.153
84 H -15.059 -18.819 -20.392  0.115
85 C -18.135 -15.471 -19.652  -0.221
86 N -16.146 -16.860 -20.431  0.109
87 C -22.259 -19.046 -17.780  -0.074
88 N -19.876 -17.586 -21.647  0.078
89 H -19.384 -16.929 -16.247  0.044
90 C -19.093 -16.460 -15.308  -0.056
91 H -19.410 -18.020 -24.697  0.101
92 C -20.119 -22.746 -20.380  -0.116
93 C -19.570 -13.815 -19.963  -0.137
94 H -21.909 -20.116 -19.660  -0.107
95 H -21.241 -18.681 -19.413  0.017
96 H -18.906 -15.469 -18.303  0.015
97 N -15.676 -20.969 -22.629  0.132
98 C -19.295 -15.965 -20.134  -0.167